A molecular structure, C35H25BrF6N4O9PPt at a distorted geometry, computed with ωB97M-V with the def2-TZVPD basis set.

ORCA input file:
```
! wB97M-V def2-TZVPD RIJCOSX def2/J DEFGRID3
* xyz -1 3
Pt 0.807 -1.080 -0.710
N 1.989 -0.406 1.934
P 0.459 -1.107 1.532
C 0.595 -2.830 2.190
C 1.797 -3.302 2.714
C 1.849 -4.564 3.377
C 0.740 -5.394 3.365
C -0.435 -5.011 2.675
C -0.491 -3.718 2.086
C -0.762 -0.182 2.497
C -0.556 1.241 2.640
C -1.486 2.015 3.333
C -2.535 1.413 3.976
C -2.712 0.033 3.900
C -1.824 -0.756 3.183
C 2.697 0.242 0.971
C 3.980 0.863 1.156
C 4.450 1.613 0.069
C 3.650 1.920 -1.034
C 2.387 1.433 -1.068
N 2.067 0.358 -0.257
H 2.464 -0.555 2.815
H 2.701 -2.725 2.632
H 2.798 -4.934 3.667
H 0.739 -6.282 3.940
H -1.253 -5.680 2.424
H -1.420 -3.376 1.674
H 0.345 1.690 2.209
H -1.287 3.060 3.336
H -3.255 2.013 4.484
H -3.540 -0.441 4.380
H -1.918 -1.842 3.223
H 4.640 0.692 2.001
H 5.495 2.005 0.169
H 4.068 2.606 -1.809
H 1.588 1.770 -1.780
C -2.628 -3.186 -2.134
C -2.084 -1.816 -1.624
O -0.772 -2.195 -1.147
C -3.015 -1.362 -0.466
F -4.338 -1.349 -0.727
F -2.915 -2.148 0.632
F -2.609 -0.110 -0.028
C -2.049 -0.793 -2.774
F -3.298 -0.343 -3.006
F -1.593 -1.387 -3.935
F -1.274 0.260 -2.453
H -2.860 -3.870 -1.337
H -1.906 -3.638 -2.756
H -3.564 -3.033 -2.682
Br 2.624 -4.569 -1.013
C 3.774 -3.342 -1.843
C 5.060 -3.269 -1.394
C 5.985 -2.440 -2.092
C 5.557 -1.708 -3.247
C 4.239 -1.691 -3.581
C 3.317 -2.516 -2.876
C 1.754 -2.485 -3.185
O 1.360 -3.515 -3.748
O 1.161 -1.397 -2.858
H 5.346 -3.952 -0.586
H 7.049 -2.405 -1.864
H 6.174 -1.099 -3.904
H 3.924 -1.129 -4.431
O 0.307 3.332 0.151
C -0.364 3.318 -0.924
O -0.290 2.700 -1.996
C -1.631 4.198 -0.747
C -2.287 4.329 0.502
C -3.440 5.051 0.514
C -4.033 5.847 -0.474
C -3.400 5.648 -1.674
C -2.226 4.885 -1.850
N -3.919 6.475 -2.759
O -3.384 6.376 -3.868
O -4.875 7.219 -2.477
N -4.143 5.127 1.813
O -5.310 5.559 1.872
O -3.553 4.713 2.831
H -1.955 3.855 1.425
H -4.998 6.357 -0.332
H -1.753 4.717 -2.841
*
```

Calculated total energy (eV): -159966.736
<S²>: 2.016
LUMO energy (alpha / beta) (eV): 1.4278 / 0.2760
Molar mass (g mol⁻¹): 1065.5
Highest occupied orbital energy (alpha / beta) (eV): -3.558 / -6.258

Here is what Mulliken gives for the atomic charges, in e: number 1, Pt, carries 1.690; number 2, N, carries 0.194; number 3, P, carries -0.174; number 4, C, carries 0.527; number 5, C, carries -0.394; number 6, C, carries -0.894; number 7, C, carries -0.565; number 8, C, carries -0.895; number 9, C, carries -0.014; number 10, C, carries 0.542; number 11, C, carries -0.373; number 12, C, carries -0.378; number 13, C, carries -0.635; number 14, C, carries -0.752; number 15, C, carries -0.331; number 16, C, carries 0.477; number 17, C, carries -0.906; number 18, C, carries -0.174; number 19, C, carries -0.904; number 20, C, carries -0.306; number 21, N, carries 0.550; number 22, H, carries 0.314; number 23, H, carries 0.441; number 24, H, carries 0.383; number 25, H, carries 0.434; number 26, H, carries 0.414; number 27, H, carries 0.356; number 28, H, carries 0.023; number 29, H, carries 0.550; number 30, H, carries 0.424; number 31, H, carries 0.452; number 32, H, carries 0.318; number 33, H, carries 0.426; number 34, H, carries 0.350; number 35, H, carries 0.411; number 36, H, carries 0.408; number 37, C, carries -2.191; number 38, C, carries 1.035; number 39, O, carries -0.630; number 40, C, carries 0.578; number 41, F, carries -0.297; number 42, F, carries -0.287; number 43, F, carries -0.085; number 44, C, carries 0.375; number 45, F, carries -0.298; number 46, F, carries -0.301; number 47, F, carries -0.064; number 48, H, carries 0.411; number 49, H, carries 0.484; number 50, H, carries 0.412; number 51, Br, carries -0.100; number 52, C, carries 0.525; number 53, C, carries -0.496; number 54, C, carries -0.669; number 55, C, carries -0.518; number 56, C, carries -0.468; number 57, C, carries 0.517; number 58, C, carries -0.057; number 59, O, carries -0.650; number 60, O, carries -0.876; number 61, H, carries 0.427; number 62, H, carries 0.375; number 63, H, carries 0.359; number 64, H, carries 0.488; number 65, O, carries -0.765; number 66, C, carries 0.707; number 67, O, carries -0.826; number 68, C, carries 0.200; number 69, C, carries -0.600; number 70, C, carries 0.524; number 71, C, carries -0.448; number 72, C, carries -0.073; number 73, C, carries -0.457; number 74, N, carries 0.995; number 75, O, carries -0.601; number 76, O, carries -0.620; number 77, N, carries 0.956; number 78, O, carries -0.617; number 79, O, carries -0.585; number 80, H, carries 0.237; number 81, H, carries 0.493; number 82, H, carries 0.490

A molecular structure, C35H25Cl3F2GaN3O2SSi, computed with ωB97M-V with the def2-TZVPD basis set.

ORCA input file:
```
! wB97M-V def2-TZVPD RIJCOSX def2/J DEFGRID3
* xyz 0 1
Ga 0.225 -0.154 -0.332
F -2.946 -4.385 0.230
C -2.694 -3.111 0.580
C -1.564 -2.484 0.093
C -1.311 -1.167 0.451
C -2.187 -0.493 1.312
C -3.309 -1.175 1.770
F -4.199 -0.577 2.597
C -3.590 -2.479 1.419
C -1.845 0.909 1.681
C -2.566 1.716 2.565
C -2.125 2.999 2.819
C -0.978 3.473 2.201
C -0.309 2.620 1.345
N -0.729 1.384 1.093
H -0.885 -3.014 -0.562
H -4.471 -2.979 1.793
H -3.459 1.345 3.037
H -2.680 3.631 3.501
H -0.603 4.471 2.382
H 0.602 2.932 0.847
S 5.857 -0.093 2.983
C 4.274 -0.029 2.226
C 4.185 0.644 1.011
C 2.978 0.668 0.349
N 1.879 0.091 0.842
C 1.962 -0.561 2.005
C 3.130 -0.645 2.729
C 5.478 -0.698 4.609
C 4.774 0.076 5.522
C 4.547 -0.445 6.785
N 4.982 -1.641 7.180
C 5.666 -2.364 6.300
C 5.936 -1.944 5.003
H 5.048 1.127 0.574
H 2.876 1.156 -0.613
H 1.055 -1.044 2.349
H 3.143 -1.197 3.657
H 4.413 1.060 5.257
H 3.995 0.130 7.520
H 6.012 -3.333 6.640
H 6.484 -2.577 4.319
Cl -0.416 4.658 -4.596
C 0.712 3.945 -3.498
Cl 0.829 1.423 -4.440
Cl -0.063 3.905 -1.909
C 2.206 -1.689 -1.738
O 3.365 -1.920 -1.450
O 1.177 -1.811 -0.965
C 0.002 0.473 -7.644
C -0.945 -0.579 -7.378
C -1.421 -1.014 -6.204
C -1.126 -0.590 -4.856
C -0.383 0.237 -4.116
C 0.796 1.437 -7.348
Si -1.445 -0.769 -3.061
C -3.006 -0.106 -2.319
C -3.103 1.206 -1.858
C -4.304 1.689 -1.356
C -5.415 0.863 -1.291
C -5.332 -0.449 -1.738
C -4.136 -0.927 -2.252
H 0.293 0.678 -8.716
H -1.328 -1.070 -8.264
H -2.154 -1.810 -6.272
H 0.292 0.742 -1.612
H 1.986 -1.243 -2.731
H -0.875 -1.903 -2.313
H -2.246 1.867 -1.920
H -4.372 2.717 -1.021
H -6.350 1.242 -0.898
H -6.199 -1.096 -1.694
H -4.089 -1.951 -2.608
*
```

Calculated total energy (eV): -159349.652
LUMO energy (eV): -0.8448
Molar mass (g mol⁻¹): 793.8
Highest occupied orbital energy (eV): -8.549

Here is what Mulliken gives for the atomic charges, in e: number 1, Ga, carries 0.418; number 2, F, carries -0.383; number 3, C, carries 0.177; number 4, C, carries -0.631; number 5, C, carries 1.463; number 6, C, carries 0.071; number 7, C, carries 0.801; number 8, F, carries -0.388; number 9, C, carries -0.894; number 10, C, carries -0.231; number 11, C, carries -1.198; number 12, C, carries -0.508; number 13, C, carries -1.087; number 14, C, carries -0.332; number 15, N, carries 0.128; number 16, H, carries 0.599; number 17, H, carries 0.536; number 18, H, carries 0.628; number 19, H, carries 0.442; number 20, H, carries 0.448; number 21, H, carries 0.702; number 22, S, carries -0.255; number 23, C, carries 1.161; number 24, C, carries -1.001; number 25, C, carries -0.251; number 26, N, carries 0.248; number 27, C, carries -0.571; number 28, C, carries -0.880; number 29, C, carries 0.133; number 30, C, carries -0.055; number 31, C, carries -0.325; number 32, N, carries -0.593; number 33, C, carries -0.334; number 34, C, carries -0.127; number 35, H, carries 0.422; number 36, H, carries 0.497; number 37, H, carries 0.467; number 38, H, carries 0.412; number 39, H, carries 0.419; number 40, H, carries 0.372; number 41, H, carries 0.364; number 42, H, carries 0.408; number 43, Cl, carries -0.045; number 44, C, carries -0.028; number 45, Cl, carries -0.083; number 46, Cl, carries -0.019; number 47, C, carries -0.084; number 48, O, carries -0.610; number 49, O, carries -0.427; number 50, C, carries -0.201; number 51, C, carries 0.042; number 52, C, carries -0.496; number 53, C, carries 0.150; number 54, C, carries 0.180; number 55, C, carries -0.630; number 56, Si, carries 0.069; number 57, C, carries 0.203; number 58, C, carries 0.222; number 59, C, carries -0.565; number 60, C, carries -0.480; number 61, C, carries -0.681; number 62, C, carries -0.436; number 63, H, carries 0.295; number 64, H, carries 0.324; number 65, H, carries 0.318; number 66, H, carries -0.330; number 67, H, carries 0.331; number 68, H, carries -0.197; number 69, H, carries 0.249; number 70, H, carries 0.444; number 71, H, carries 0.389; number 72, H, carries 0.413; number 73, H, carries 0.404

A molecular structure, C35H25F2N2PdS at a distorted geometry, computed with ωB97M-V with the def2-TZVPD basis set.

ORCA input file:
```
! wB97M-V def2-TZVPD RIJCOSX def2/J DEFGRID3
* xyz 1 1
Pd 0.606 0.166 -0.039
F 0.564 -5.600 -1.304
C 0.229 -4.628 -0.452
C -0.226 -3.433 -0.958
C -0.592 -2.372 -0.118
C -0.480 -2.580 1.287
C -0.013 -3.822 1.721
F 0.137 -4.016 3.042
C 0.352 -4.860 0.898
C -0.729 -1.578 2.347
C -1.572 -1.826 3.427
C -1.750 -0.832 4.374
C -1.101 0.385 4.215
C -0.292 0.555 3.106
N -0.103 -0.409 2.208
H -0.314 -3.351 -2.030
H 0.719 -5.794 1.299
H -2.078 -2.777 3.516
H -2.397 -1.002 5.224
H -1.223 1.187 4.929
H 0.213 1.495 2.911
C 2.957 -1.559 0.870
C 3.282 -0.099 0.962
C 4.502 0.332 1.516
C 4.773 1.664 1.638
C 3.839 2.616 1.180
C 4.042 4.008 1.240
C 3.086 4.851 0.737
C 1.911 4.355 0.154
C 1.675 2.998 0.087
S 0.234 2.323 -0.644
C 2.641 2.131 0.619
N 2.388 0.784 0.545
H 3.873 -2.136 0.747
H 2.298 -1.792 0.032
H 2.470 -1.888 1.792
H 5.205 -0.422 1.842
H 5.706 2.005 2.070
H 4.957 4.388 1.675
H 3.234 5.922 0.774
H 1.183 5.046 -0.251
C -4.191 3.082 -1.624
C -4.332 2.582 -0.338
C -3.523 1.545 0.087
C -2.573 0.970 -0.765
C -2.433 1.494 -2.056
C -3.236 2.541 -2.473
C -1.807 -0.137 -0.190
C -1.084 -1.131 -0.809
C -1.011 -1.182 -2.307
C 0.152 -0.842 -2.984
C 0.185 -0.853 -4.370
C -0.945 -1.215 -5.088
C -2.107 -1.572 -4.415
C -2.142 -1.551 -3.029
H -4.816 3.898 -1.962
H -5.070 3.002 0.333
H -3.630 1.163 1.097
H -1.688 1.104 -2.734
H -3.111 2.941 -3.470
H -2.001 -0.250 0.865
H 1.032 -0.562 -2.422
H 1.092 -0.569 -4.887
H -0.924 -1.222 -6.170
H -2.990 -1.860 -4.970
H -3.054 -1.811 -2.503
*
```

Calculated total energy (eV): -59426.665
LUMO energy (alpha / beta) (eV): -4.0151 / -4.0143
Molar mass (g mol⁻¹): 650.1
Highest occupied orbital energy (alpha / beta) (eV): -10.391 / -10.391

Here is what Mulliken gives for the atomic charges, in e: number 1, Pd, carries -0.048; number 2, F, carries -0.338; number 3, C, carries 0.038; number 4, C, carries -1.636; number 5, C, carries 1.480; number 6, C, carries 0.873; number 7, C, carries 0.398; number 8, F, carries -0.337; number 9, C, carries -0.879; number 10, C, carries -0.086; number 11, C, carries -0.662; number 12, C, carries -0.717; number 13, C, carries -0.967; number 14, C, carries -0.425; number 15, N, carries 0.677; number 16, H, carries 0.590; number 17, H, carries 0.559; number 18, H, carries 0.540; number 19, H, carries 0.461; number 20, H, carries 0.461; number 21, H, carries 0.382; number 22, C, carries -1.410; number 23, C, carries 1.201; number 24, C, carries -0.981; number 25, C, carries -0.724; number 26, C, carries 0.948; number 27, C, carries -0.919; number 28, C, carries -0.719; number 29, C, carries -0.575; number 30, C, carries 0.956; number 31, S, carries -0.369; number 32, C, carries -0.470; number 33, N, carries 0.314; number 34, H, carries 0.586; number 35, H, carries 0.132; number 36, H, carries 0.230; number 37, H, carries 0.514; number 38, H, carries 0.444; number 39, H, carries 0.412; number 40, H, carries 0.386; number 41, H, carries 0.462; number 42, C, carries -0.562; number 43, C, carries -0.786; number 44, C, carries -0.821; number 45, C, carries 0.250; number 46, C, carries 0.509; number 47, C, carries -1.142; number 48, C, carries -0.250; number 49, C, carries -0.487; number 50, C, carries -0.166; number 51, C, carries 0.884; number 52, C, carries -1.062; number 53, C, carries -0.543; number 54, C, carries -1.080; number 55, C, carries 0.551; number 56, H, carries 0.417; number 57, H, carries 0.421; number 58, H, carries 0.511; number 59, H, carries 0.653; number 60, H, carries 0.449; number 61, H, carries 0.206; number 62, H, carries 0.536; number 63, H, carries 0.433; number 64, H, carries 0.410; number 65, H, carries 0.431; number 66, H, carries 0.456

The highest molar mass belongs to which entry? C35H25BrF6N4O9PPt

Which of these has the lowest calculated total energy? C35H25BrF6N4O9PPt

Among the records above, which one has the lowest calculated total energy? C35H25BrF6N4O9PPt

Look up the calculated total energy of the first one. -159966.736 eV